No. 1
{"formula": "H3O5", "method": "ωB97M-V/def2-TZVPD", "charge": 1, "orbital_gap_ev": [5.15, 5.15], "relative_energy_kcal_mol": 71.9, "max_force_ha_per_bohr": 0.08330, "lumo_energy_ha": [-0.368, -0.368], "homo_energy_ev": [-15.15, -15.15], "species": ["O", "O", "O", "O", "O", "H", "H", "H"], "positions_angstrom": [[2.2831, 0.4675, 0.1132], [-2.1717, 1.1111, 0.0409], [-2.0481, -0.9737, 0.5155], [-0.5832, -0.0567, -0.7936], [-1.5618, 0.1085, -0.1257], [2.9048, 1.0397, 0.5824], [2.7258, 0.1140, -0.6676], [-1.5489, -1.8105, 0.3348]]}

=====

No. 2
{"formula": "CH6NO4", "method": "ωB97M-V/def2-TZVPD", "charge": -1, "orbital_gap_ev": 8.66, "relative_energy_kcal_mol": 7.3, "max_force_ha_per_bohr": 0.01138, "lumo_energy_ha": 0.153, "homo_energy_ev": -4.49, "species": ["N", "C", "O", "O", "H", "H", "H", "H", "O", "H", "H", "O"], "positions_angstrom": [[2.0121, -0.0089, -0.5377], [0.6456, 0.3050, -0.4612], [-0.1367, -0.6746, -0.5575], [0.3465, 1.5114, -0.3171], [2.3084, -0.9547, -0.6749], [2.6872, 0.7225, -0.6546], [-2.8744, -0.8735, -1.5629], [-1.8930, -1.8596, -1.0546], [-2.8123, -1.8191, -1.3651], [-0.5304, 0.6087, 2.6450], [0.1165, 1.7385, 1.8361], [0.1306, 1.3041, 2.7044]]}

=====

No. 3
{"formula": "C3H9N2", "method": "ωB97M-V/def2-TZVPD", "charge": 1, "orbital_gap_ev": 6.15, "relative_energy_kcal_mol": 142.5, "max_force_ha_per_bohr": 0.05941, "lumo_energy_ha": -0.338, "homo_energy_ev": -15.35, "species": ["C", "C", "N", "C", "N", "H", "H", "H", "H", "H", "H", "H", "H", "H"], "positions_angstrom": [[0.3334, -0.6199, 1.7024], [1.0762, 0.2882, 0.6412], [-1.6183, -0.0983, -0.4779], [-0.6372, 0.4283, -1.2651], [0.7638, 0.1110, -0.7815], [0.4046, -1.6649, 1.4004], [-0.7291, -0.3600, 1.8620], [0.7651, -0.3425, 2.6831], [2.1507, 0.1588, 0.7433], [0.7368, 1.2830, 0.8593], [-0.5135, 0.1246, -2.3289], [-2.4217, -0.5491, -0.9437], [-0.6982, 1.5339, -1.2385], [0.9331, -0.8785, -0.9804]]}

=====

No. 4
{"formula": "C4H7NO", "method": "ωB97M-V/def2-TZVPD", "orbital_gap_ev": [7.29, 6.91], "relative_energy_kcal_mol": 135.4, "max_force_ha_per_bohr": 0.01763, "lumo_energy_ha": [0.019, 0.016], "homo_energy_ev": [-6.76, -6.48], "species": ["C", "N", "C", "C", "C", "O", "H", "H", "H", "H", "H", "H", "H"], "positions_angstrom": [[-1.7098, 0.4591, -0.2142], [-0.3809, -0.1339, -0.1973], [-0.1540, -1.4597, -0.1597], [1.9442, 0.4710, 0.2390], [0.6263, 0.7160, -0.2032], [0.8373, 1.8697, 0.3839], [-1.7832, 1.0902, 0.6786], [-1.8467, 1.0803, -1.1010], [-2.4446, -0.3411, -0.1708], [-0.8526, -2.0975, -0.6624], [0.6960, -1.8732, 0.3551], [2.1313, 0.2566, 1.2887], [2.8118, 0.4875, -0.4170]]}

=====

No. 5
{"formula": "C5H27NO10", "method": "ωB97M-V/def2-TZVPD", "orbital_gap_ev": 9.54, "smiles": "O=CN1CCCC1.O.O.O.O.O.O.O.O.O", "relative_energy_kcal_mol": 101.4, "max_force_ha_per_bohr": 0.09998, "lumo_energy_ha": 0.004, "homo_energy_ev": -9.43, "species": ["C", "N", "C", "O", "C", "C", "C", "H", "H", "H", "H", "H", "H", "H", "H", "H", "H", "H", "O", "H", "H", "O", "H", "H", "O", "H", "H", "O", "H", "H", "O", "H", "H", "O", "H", "H", "O", "H", "H", "O", "H", "H", "O"], "positions_angstrom": [[0.3834, -1.5873, -2.5103], [-0.7557, -2.2135, -1.8651], [-0.5482, -3.3893, -1.1407], [-1.2881, -3.7009, -0.2407], [-1.5486, -1.1272, -1.2258], [-0.6077, 0.1316, -1.0799], [0.4813, -0.1395, -2.0986], [0.3065, -1.7355, -3.6494], [1.4021, -2.0547, -2.5031], [0.1901, -4.0833, -1.4750], [-2.0706, -1.4424, -0.2559], [-2.3317, -0.9672, -2.0007], [-0.4044, 0.3875, 0.0478], [-1.2119, 0.9614, -1.5298], [0.5359, 0.6057, -3.0621], [1.5467, -0.0237, -1.7592], [-1.4020, -2.2761, 0.9690], [-1.7832, -0.9579, 1.4711], [-1.1858, -1.7003, 1.6904], [-0.5752, 2.6624, 1.0875], [-2.0889, 3.3653, 1.1121], [-1.4739, 2.8682, 0.5976], [1.5158, 2.3833, 1.6503], [0.4557, 1.4885, 2.4664], [0.7528, 2.4640, 2.2033], [-0.8439, 3.2101, -1.2515], [0.3524, 3.8101, -1.5982], [-0.4256, 3.5239, -2.0212], [-2.2076, 1.3765, 0.6914], [-3.6733, 0.6681, 0.8863], [-2.6979, 0.5147, 1.0137], [0.6540, -0.0173, 3.9958], [0.0049, -0.7286, 2.8319], [0.5021, -0.0271, 3.1079], [1.5037, -2.7029, 1.2238], [0.4778, -1.4799, 0.8782], [1.3223, -1.9966, 0.6117], [2.9258, 1.3086, -0.0356], [3.3146, 1.0669, -1.5183], [3.4141, 1.7108, -0.7523], [2.2975, 0.4241, 2.4165], [2.2057, -0.7065, 1.1913], [2.5787, 0.1264, 1.4294]]}

=====

No. 6
{"formula": "C8H10O8PY", "method": "ωB97M-V/def2-TZVPD", "charge": 2, "orbital_gap_ev": [7.04, 7.15], "relative_energy_kcal_mol": 78.0, "max_force_ha_per_bohr": 0.12757, "lumo_energy_ha": [-0.336, -0.334], "homo_energy_ev": [-16.17, -16.23], "species": ["O", "C", "Y", "C", "O", "C", "O", "C", "O", "C", "O", "H", "C", "O", "P", "O", "C", "O", "C", "H", "H", "H", "H", "H", "H", "H", "H", "H"], "positions_angstrom": [[0.5763, -4.5825, 0.9455], [1.6215, -4.9131, 1.2235], [0.5459, -0.0574, 0.4081], [3.3888, 0.6374, -0.9929], [3.9612, 0.6391, -2.0188], [4.3152, -1.8351, -0.3834], [4.1161, -2.7773, 0.2159], [1.5558, -1.5651, -1.3640], [1.4620, -2.2361, -2.3097], [3.8850, -0.1669, 0.2730], [4.4198, 0.5325, 1.0864], [0.1532, -0.5221, 2.0601], [-0.9261, 1.7502, -2.2831], [-0.7727, 0.7938, -1.2198], [-2.4350, 0.0139, -0.7524], [-3.2129, 1.2772, -0.1475], [-2.6161, 2.4116, 0.5768], [-1.5794, -0.5375, 0.6877], [-1.9758, -0.6641, 2.0814], [-0.5532, 1.3043, -3.2085], [-0.4017, 2.6878, -2.0693], [-2.0069, 1.9371, -2.3540], [-1.9337, 2.1626, 1.4091], [-2.0981, 3.0708, -0.1322], [-3.5058, 2.8972, 0.9830], [-1.7917, 0.2651, 2.6629], [-2.9442, -1.1425, 2.1262], [-1.2475, -1.3808, 2.4961]]}